(1)
12
Properties=species:S:1:pos:R:3:nbo_charge:R:1 method="wB97M-V/def2-TZVPD" energy_ev=-20097.291 homo_lumo_gap_ev=10.731 smiles="Cn1c(=O)o[pH]c1=O"
C -1.3169 -1.3256 -0.1119 0.896
C -1.3195 1.0026 -0.2201 0.410
C 0.8388 -0.2012 -0.2686 -0.407
N -0.5849 -0.1661 -0.2974 -0.487
O -0.8886 -2.4199 -0.1043 -0.567
O -0.8602 2.1103 -0.2902 -0.570
O -2.5733 -1.0559 0.1184 -0.729
P -3.0765 0.5474 -0.0148 0.848
H 1.3099 0.5401 0.2477 0.222
H 1.1239 -1.1530 0.0097 0.235
H 1.2674 0.0007 -1.3612 0.197
H -2.7402 0.9446 1.2511 -0.047



(2)
43
Properties=species:S:1:pos:R:3:nbo_charge:R:1 method="wB97M-V/def2-TZVPD" energy_ev=-36897.145 homo_lumo_gap_ev=8.335 smiles="Cc1nn(S(=O)(=O)/C=C/c2ccccc2)c2c1[C@H]1[C@@H](C2)C1(C)C"
O 0.0156 2.7668 -2.3019 -0.885
O 0.7267 0.4211 -2.3925 -0.889
N 0.6097 1.1607 1.2600 -0.288
C -0.2490 0.6169 2.1282 0.184
C -1.3331 0.9557 0.1775 0.189
C -1.4917 0.4176 1.4068 -0.138
C 3.1955 1.4131 -0.3716 -0.080
C 2.4158 2.1587 -1.2621 -0.496
C 7.3081 1.8546 0.7012 -0.201
C 6.6985 2.8734 -0.0262 -0.204
C 6.5933 0.7291 1.0861 -0.210
C 5.3261 2.7334 -0.4344 -0.159
C 5.2150 0.6025 0.7556 -0.153
C 4.5848 1.6096 -0.0103 -0.125
N -0.0189 1.3728 0.0230 -0.427
C -0.0507 0.4303 3.5657 -0.647
C -2.5394 -2.2174 -0.0049 -0.617
C -4.7461 -1.9024 1.2789 -0.595
C -2.6063 0.8988 -0.6509 -0.442
C -3.4556 -1.2371 0.7559 -0.016
C -2.8876 -0.0975 1.6404 -0.239
C -3.5967 0.2323 0.3400 -0.220
S 0.7000 1.6789 -1.5973 2.195
H 2.6679 0.5428 0.0903 0.242
H 2.8280 2.9737 -1.7724 0.237
H 8.3619 1.9646 0.9678 0.219
H 7.2740 3.7359 -0.3047 0.218
H 7.0170 -0.0394 1.7118 0.218
H 4.8570 3.5264 -1.0477 0.214
H 4.6787 -0.2811 1.0443 0.217
H 0.8359 -0.1726 3.7455 0.233
H 0.0895 1.4109 4.0238 0.237
H -0.9247 -0.0466 4.0543 0.229
H -1.8908 -2.8158 0.6482 0.219
H -1.8761 -1.6851 -0.6868 0.220
H -3.1505 -2.8773 -0.6719 0.216
H -4.4798 -2.8108 1.8570 0.211
H -5.4251 -2.1581 0.4507 0.213
H -5.2505 -1.2117 1.9648 0.206
H -2.8571 1.9224 -0.9475 0.238
H -2.4918 0.3387 -1.5548 0.234
H -3.4183 0.2104 2.5608 0.219
H -4.5048 0.7556 0.5537 0.222



(3)
18
Properties=species:S:1:pos:R:3:nbo_charge:R:1 method="wB97M-V/def2-TZVPD" energy_ev=-18956.042 charge=+2 homo_lumo_gap_ev="8.026 / 8.546"
C -1.9119 -0.0725 0.1817 0.669
C 1.9743 -0.0097 0.1624 0.196
N -2.9982 -0.4719 0.8107 -0.710
N -1.9077 0.8947 -0.6905 -0.754
N 1.9904 -1.2591 -0.2261 -0.700
N 3.0646 0.7302 0.1657 -0.692
N -0.6466 -0.3564 0.5542 -0.962
P 0.4766 0.8940 0.6878 0.939
H -3.8565 -0.2394 0.4430 0.429
H -3.0730 -1.1110 1.5856 0.454
H -2.8845 0.9874 -1.1114 0.439
H -1.0840 1.3259 -1.2608 0.447
H 2.7755 -1.7818 -0.4126 0.435
H 1.1002 -1.6356 -0.5272 0.423
H 3.9532 0.2592 -0.0966 0.440
H 3.1729 1.6038 0.6475 0.449
H -0.6467 -1.3833 0.9611 0.464
H 0.5013 1.6253 -1.8745 0.032



(4)
120
Properties=species:S:1:pos:R:3:lowdin_charge:R:1 method="wB97M-V/def2-TZVPD" energy_ev=-92907.567 charge=+1 homo_lumo_gap_ev=8.216
C 1.0762 -5.4316 2.9445 -0.114
C 0.1921 -4.3757 3.6297 -0.247
C 0.4170 -3.0355 2.9414 -0.219
C -0.0923 -1.8055 3.7209 -0.169
C 0.8961 -0.6435 3.5007 -0.140
C 0.3195 0.7348 3.7652 -0.198
C 1.3867 1.8118 3.7998 -0.128
N 2.1597 1.7511 2.5727 -0.193
C 3.2020 2.7912 2.5772 -0.060
B 4.4834 2.3938 3.4253 -0.658
O 5.5622 3.2340 3.4097 0.179
O 4.5462 1.2670 4.2017 0.173
C 1.3499 1.8233 1.3360 -0.342
P 2.0399 0.5197 0.1154 1.012
C 3.6218 -0.0280 0.8536 -0.269
C 2.5122 1.4726 -1.4017 -0.409
C 4.0146 1.5068 -1.7137 -0.152
C -0.2033 1.7838 1.5005 -0.167
C -0.8259 1.0819 0.2974 -0.158
O -2.2472 1.3100 0.3542 -0.005
C -2.9969 0.2776 -0.1456 -0.502
C -4.3682 0.1613 0.4542 0.041
O -2.6035 -0.4491 -1.0237 0.131
N -0.7382 1.1007 2.7427 0.064
C -1.8168 1.8583 3.3996 -0.188
C -3.0140 1.2220 3.6555 -0.003
C -4.0207 1.9318 4.2827 -0.109
N -3.9374 3.1894 4.7031 0.107
C -2.7703 3.7666 4.4343 -0.104
C -1.6999 3.1793 3.7843 0.006
H 2.0682 -5.0307 2.7332 0.057
H 1.2153 -6.3121 3.5718 0.075
H 0.6353 -5.7680 2.0059 0.077
H -0.8387 -4.7197 3.5326 0.111
H 0.4872 -4.3478 4.6793 0.109
H 1.5037 -2.9072 2.8753 0.103
H 0.0528 -3.0171 1.9124 0.123
H -1.0980 -1.5569 3.3585 0.102
H -0.1286 -2.0162 4.7897 0.121
H 1.7221 -0.7759 4.2035 0.140
H 1.3232 -0.7420 2.5011 0.083
H -0.1824 0.7123 4.7335 0.169
H 2.0292 1.5747 4.6495 0.140
H 0.9888 2.8191 3.9898 0.123
H 3.5558 3.0031 1.5657 0.121
H 2.7955 3.7308 2.9840 0.131
H 6.0011 3.1649 4.2668 0.118
H 3.8979 0.6151 3.9149 0.075
H 1.5552 2.7935 0.8706 0.112
H 4.3787 0.7566 0.9206 0.042
H 3.4735 -0.3897 1.8685 0.024
H 4.0504 -0.8421 0.2718 0.029
H 2.1694 2.5102 -1.3372 0.073
H 2.0073 1.0241 -2.2573 0.069
H 4.5485 2.0783 -0.9549 0.064
H 4.4420 0.5074 -1.7862 0.070
H 4.1949 1.9794 -2.6789 0.078
H -0.5764 2.8043 1.4672 0.155
H -0.4355 1.4747 -0.6400 0.136
H -0.6572 0.0066 0.3529 0.104
H -4.6630 -0.8738 0.5999 0.101
H -5.0853 0.6470 -0.2094 0.089
H -4.4498 0.6710 1.4125 0.060
H -1.1718 0.2203 2.4537 0.148
H -3.1748 0.1907 3.3670 0.122
H -4.9672 1.4312 4.4535 0.123
H -2.6622 4.7948 4.7598 0.122
H -0.8086 3.7565 3.5905 0.113
O 4.8044 -3.7639 -2.8371 -0.213
P 5.8863 -4.4799 -2.1465 0.458
O 5.9320 -6.0098 -2.6281 -0.187
C 5.7981 -6.3111 -4.0249 -0.261
C 7.0388 -5.9512 -4.8215 -0.073
O 5.3178 -4.6895 -0.6249 -0.206
C 4.2444 -3.8927 -0.1419 -0.295
C 2.9291 -4.6452 -0.2078 -0.065
O 7.3747 -4.1962 -1.7177 -0.184
C 8.1135 -5.1448 -0.9123 -0.245
C 9.1473 -5.8713 -1.7378 -0.064
H 4.9225 -5.8035 -4.4324 0.110
H 5.6080 -7.3814 -4.0897 0.121
H 7.3657 -4.9304 -4.6112 0.076
H 6.8407 -6.0419 -5.8893 0.082
H 7.8680 -6.6146 -4.5760 0.069
H 4.1804 -2.9553 -0.6960 0.085
H 4.4785 -3.6413 0.8966 0.114
H 2.8112 -5.1542 -1.1635 0.083
H 2.0843 -3.9672 -0.0648 0.071
H 2.8910 -5.4116 0.5666 0.061
H 7.4455 -5.8450 -0.4170 0.114
H 8.6017 -4.5547 -0.1378 0.123
H 8.6777 -6.5645 -2.4335 0.060
H 9.8048 -6.4475 -1.0862 0.085
H 9.7462 -5.1701 -2.3189 0.086
O -7.8966 2.6924 -2.0936 -0.214
P -7.3708 3.7761 -2.9363 0.456
O -8.3821 4.0741 -4.1464 -0.187
C -9.7919 4.1314 -3.8864 -0.261
C -10.1987 5.3922 -3.1456 -0.073
O -6.1453 3.0834 -3.7655 -0.209
C -5.5610 1.8665 -3.3111 -0.291
C -6.0991 0.6805 -4.0879 -0.065
O -6.6506 5.1642 -2.7279 -0.188
C -6.1657 5.9252 -3.8585 -0.247
C -7.0421 7.1252 -4.1241 -0.065
H -10.1040 3.2455 -3.3314 0.111
H -10.2836 4.0918 -4.8572 0.121
H -9.5723 5.5577 -2.2661 0.075
H -11.2385 5.3233 -2.8265 0.082
H -10.1007 6.2704 -3.7838 0.069
H -5.7267 1.7373 -2.2409 0.082
H -4.4828 1.9479 -3.4661 0.116
H -7.1817 0.7395 -4.1919 0.079
H -5.8428 -0.2583 -3.5943 0.075
H -5.6807 0.6643 -5.0950 0.077
H -6.0776 5.3013 -4.7443 0.114
H -5.1620 6.2494 -3.5857 0.122
H -8.0098 6.8237 -4.5212 0.060
H -6.5683 7.7759 -4.8597 0.084
H -7.2187 7.6905 -3.2089 0.085



(5)
68
Properties=species:S:1:pos:R:3:nbo_charge:R:1 method="wB97M-V/def2-TZVPD" energy_ev=-50128.535 charge=+1 homo_lumo_gap_ev="6.938 / 3.872" multiplicity=2
O 2.7980 3.7880 -1.2463 -0.744
H 3.6074 3.5058 -1.6785 0.567
H 2.0885 3.1477 -1.3369 0.591
H 2.5739 4.6027 -1.7019 0.557
Cl 1.5648 0.1528 -1.6806 2.582
O 0.9628 1.4612 -1.7332 -0.955
O 0.8343 -0.7463 -0.8405 -0.847
O 1.6222 -0.2185 -3.0428 -0.838
O 2.9252 0.2609 -1.2370 -0.907
C -0.6559 -2.6180 -5.1082 -0.254
O -1.4215 -1.9296 -6.0369 -0.718
H 0.1663 -2.0988 -4.6158 0.178
H -1.2075 -3.0012 -4.2498 0.156
H -0.2548 -3.5380 -5.5335 0.170
H -2.2846 -1.7157 -5.6750 0.470
C 3.9481 -3.3070 -0.9580 -0.248
O 4.8163 -2.3221 -1.4935 -0.727
H 2.9528 -3.3165 -1.4023 0.168
H 4.2698 -4.3398 -1.0916 0.184
H 3.9025 -3.2217 0.1277 0.143
H 4.5210 -1.4468 -1.2322 0.480
C -0.6212 1.4078 -5.6414 -0.635
C -1.3911 2.5798 -5.0014 -0.083
C -2.5432 2.0734 -4.1278 -0.056
O -3.5374 3.0744 -3.8056 -0.541
C -4.4492 3.2972 -4.9398 -0.266
N -0.4398 3.3185 -4.2838 -0.837
H -0.2453 0.7594 -4.8500 0.214
H 0.3208 1.6850 -6.1146 0.208
H -1.2749 0.7417 -6.2045 0.219
H -1.8747 3.1984 -5.7574 0.188
H -2.2092 1.6125 -3.1982 0.184
H -3.0400 1.2894 -4.6993 0.159
H -4.1258 3.9391 -5.7592 0.178
H -5.3354 3.6846 -4.4372 0.198
H -4.7614 2.3426 -5.3635 0.167
H 0.3340 3.5399 -4.8940 0.343
H -0.0111 2.7895 -3.5379 0.354
C 1.8966 0.4935 4.3841 -0.634
C 1.1805 -0.8038 4.0344 0.090
C 1.3713 -1.7764 5.2707 -0.403
C 0.2224 -1.5681 6.3993 -0.398
C -1.0467 -1.8328 5.6046 -0.416
C -1.3022 -0.6983 4.6148 0.062
N -0.2372 -0.5788 3.6602 0.252
O -0.4781 0.3903 2.6471 -0.489
C -2.5846 -1.0374 3.8072 -0.628
C -1.8088 0.5925 5.4403 -0.575
C 1.7828 -1.6369 2.7239 -0.622
H 2.9778 0.3675 4.3273 0.253
H 1.7364 0.9211 5.3739 0.235
H 1.6937 1.2207 3.5979 0.233
H 1.2605 -2.8143 4.9567 0.217
H 2.3588 -1.6911 5.7243 0.245
H 0.2591 -0.5640 6.8218 0.209
H 0.4417 -2.3437 7.1330 0.240
H -1.9025 -1.7777 6.2774 0.238
H -0.9237 -2.8117 5.1411 0.228
H -2.6948 -0.3891 2.9379 0.236
H -2.6598 -2.0365 3.3779 0.233
H -3.4931 -1.1404 4.4006 0.249
H -2.6737 0.3369 6.0524 0.248
H -1.0204 1.0314 6.0517 0.221
H -2.0518 1.3770 4.7237 0.237
H 2.7389 -2.1329 2.8908 0.251
H 1.8383 -1.0451 1.8103 0.242
H 1.0473 -2.3522 2.3557 0.225
H -0.4542 -0.1317 1.8418 0.518



(6)
34
Properties=species:S:1:pos:R:3:nbo_charge:R:1 method="wB97M-V/def2-TZVPD" energy_ev=-48011.518 charge=+3 homo_lumo_gap_ev="7.758 / 5.161" multiplicity=5
C -0.1025 -3.6497 -2.2670 -0.669
I 1.3152 -2.1566 -1.5898 0.442
H -1.1524 -3.4536 -2.0082 0.272
H 0.2948 -4.5741 -1.8316 0.267
H 0.0859 -3.6285 -3.3419 0.275
Pd 0.1072 -0.2673 -0.1368 0.752
P -0.2427 1.5317 -1.5501 1.126
C 1.2588 1.9555 -2.4914 -0.968
C -1.3700 1.0717 -2.9022 -0.948
H -1.6674 2.9964 -0.2800 0.284
H -1.0534 3.7727 -1.7809 0.295
H 0.0137 3.6119 -0.3513 0.271
C -0.7924 3.1360 -0.9247 -0.973
H -2.3511 0.8744 -2.4675 0.284
H -1.4142 1.9036 -3.6122 0.295
H 0.9600 2.6702 -3.2692 0.303
H 1.6880 1.0649 -2.9603 0.255
H -1.0068 0.1718 -3.4066 0.257
H 1.9957 2.4191 -1.8276 0.264
C 2.0835 0.0693 -0.0042 0.446
O 3.2205 0.2717 0.0776 -0.326
Cl -2.2597 0.3826 0.2864 -0.361
C 0.0322 1.0321 3.2163 -0.712
C 0.0621 -0.4167 2.9539 0.608
N 0.0889 -1.1561 1.8491 -0.546
C 0.0645 -2.4975 2.2297 0.146
C 0.0118 -2.5404 3.6070 0.201
N 0.0155 -1.2278 4.0349 -0.502
H -0.7807 1.2141 3.9346 0.311
H 0.9842 1.3083 3.6895 0.312
H -0.1428 1.6283 2.3177 0.274
H 0.0615 -3.3153 1.5303 0.274
H -0.0065 -3.3598 4.2940 0.301
H -0.0014 -0.8431 4.9825 0.491